{"formula": "C5H9N3", "method": "ωB97M-V/def2-TZVPD", "species": ["N", "N", "N", "C", "C", "C", "C", "C", "H", "H", "H", "H", "H", "H", "H", "H", "H"], "xyz": [[0.72481, 1.14267, 0.24960], [0.77801, 2.43658, 0.72114], [-0.75761, -0.89729, -0.48555], [0.31881, -1.59629, -0.27508], [1.58077, -0.98621, -0.12550], [-1.75951, -1.76359, -0.70226], [1.87704, 0.34505, 0.16957], [-0.33179, 3.13328, 0.83883], [-1.60710, -2.71060, -1.02727], [-2.55813, -1.20933, -1.41950], [-0.14350, 4.12851, 1.02502], [2.39360, -1.84396, 0.00003], [-1.29142, 2.78421, 0.43568], [-0.04982, 0.70192, -0.30152], [2.73414, 0.93999, 0.54907], [-2.30180, -1.93560, 0.27168], [0.39350, -2.66935, 0.07606]], "forces_ev_per_angstrom": [[0.6889, 0.0444, -0.7709], [-1.5052, 0.0613, -0.0407], [4.4703, -0.6431, -0.2093], [0.4584, 1.5207, 1.2840], [4.7136, -0.9757, 1.2099], [-8.1186, 2.3225, 0.4125], [-2.8691, 0.3985, 0.7704], [1.9566, -3.4842, -1.9443], [1.1173, -2.7677, -1.5322], [1.4311, -1.6297, 1.4931], [-0.0186, 2.0110, 0.8637], [-1.2609, 2.4633, -0.4141], [0.1958, 0.0238, 0.4243], [-0.1889, 0.8977, 0.9051], [-0.0620, -1.2771, -0.5416], [-0.1481, 0.2881, -0.7054], [-0.8605, 0.7463, -1.2046]], "lumo_energy_ha": 0.00909, "gap_ev": 8.07, "energy_ev": -9796.984, "multiplicity": 1}



{"formula": "C5H9N3", "method": "ωB97M-V/def2-TZVPD", "species": ["N", "N", "N", "C", "C", "C", "C", "C", "H", "H", "H", "H", "H", "H", "H", "H", "H"], "xyz": [[0.72170, -1.28850, 0.75888], [-0.22928, -0.80253, 1.53699], [0.29622, 1.22063, 0.03201], [-1.44168, 0.18513, 1.07234], [-0.53099, 0.69180, -1.78232], [0.97018, 0.45042, -1.11419], [-0.88095, 0.47513, -0.31839], [1.27068, -0.93257, -0.33864], [-0.65553, -0.58229, -0.40422], [-0.57884, -1.58935, 2.12860], [-2.29693, -0.39080, 1.16737], [-0.48473, 1.76348, -2.08094], [-1.42365, 1.16836, 1.59972], [0.76579, 0.96427, 0.97848], [1.96126, -1.64294, -0.69216], [1.79739, 1.07305, -1.49925], [-0.92868, 0.10959, -2.60550]], "forces_ev_per_angstrom": [[0.8899, -1.5299, -0.0390], [-2.2604, 0.5278, 1.5434], [3.1564, -0.4402, 0.8561], [1.8961, 1.3395, -0.4373], [1.2705, 1.3578, -0.8633], [-1.0690, 1.0474, 1.4909], [-0.4405, -1.4130, 1.5777], [-1.2105, 2.2600, -0.8768], [-0.0632, -0.3635, -0.6812], [0.3899, 1.2269, -0.6881], [-1.8315, -0.8087, 0.2557], [-0.2694, -0.6349, 0.1765], [-0.1569, -1.1811, 0.3823], [-1.2569, 0.6197, -2.1097], [1.0507, -0.5024, -0.5635], [-0.0611, -1.0024, -0.2821], [-0.0342, -0.5029, 0.2582]], "lumo_energy_ha": 0.03660, "gap_ev": 9.61, "energy_ev": -9794.360, "multiplicity": 1}



{"formula": "C5H9N3", "method": "ωB97M-V/def2-TZVPD", "species": ["N", "N", "N", "C", "C", "C", "C", "C", "H", "H", "H", "H", "H", "H", "H", "H", "H"], "xyz": [[1.42234, 1.22472, -0.62408], [2.02337, -2.16015, -1.37732], [-0.00075, 0.20074, 1.58022], [-0.23388, -1.01883, 1.78209], [-1.06215, 1.15770, 1.61967], [0.71834, 0.73229, -1.48788], [0.91866, -1.91751, -1.19393], [-0.00594, 0.58630, -2.56291], [0.36342, 0.03351, -3.42276], [-0.09231, -1.83036, -0.84396], [0.59349, -1.69411, 1.84513], [1.51850, 0.80449, 0.29716], [-2.03941, 0.72255, 1.87880], [-1.18155, -1.39699, 2.18544], [-1.15251, 1.64250, 0.64403], [-0.79811, 1.93085, 2.34354], [-0.99153, 0.98230, -2.66325]], "forces_ev_per_angstrom": [[0.0206, -0.3010, -0.3952], [0.0453, 0.1133, -0.2479], [0.3351, -0.4308, -0.3373], [-0.2640, 0.4356, 1.4193], [-0.5942, 0.2350, 0.0943], [0.5860, 1.9261, 0.3856], [-0.1810, -0.8070, 0.6884], [0.0281, -0.9089, -0.9662], [0.0761, -0.0408, 0.3100], [0.2301, 0.1350, -0.4010], [0.5006, -0.4854, -0.3727], [-0.2227, -0.2676, -0.0532], [0.1233, 0.0311, 0.0455], [-0.2572, 0.0660, -0.4845], [0.0972, -0.0042, 0.0824], [-0.0818, 0.0054, -0.0481], [-0.4415, 0.2982, 0.2806]], "lumo_energy_ha": 0.02469, "gap_ev": 9.39, "energy_ev": -9797.723, "multiplicity": 1}



{"formula": "C5H9N3O", "method": "ωB97M-V/def2-TZVPD", "species": ["O", "N", "N", "N", "C", "C", "C", "C", "C", "H", "H", "H", "H", "H", "H", "H", "H", "H"], "xyz": [[-0.56552, 1.24008, 0.35422], [3.47394, -0.74972, -0.24317], [-0.72329, -0.96151, -0.47743], [1.39627, 0.27221, 0.09775], [2.14588, -1.06552, 0.06037], [0.14115, 0.08177, -0.13186], [0.17875, 2.56890, -0.07724], [-2.23602, -0.71677, -0.64176], [-1.72588, -1.49729, 0.70028], [4.10483, -1.73526, 0.02805], [-2.94509, 0.22529, -0.63122], [-1.76163, -2.51271, 0.88773], [0.86897, 2.72250, 0.82220], [-2.51196, -1.39731, -1.55004], [-1.64172, -0.78247, 1.72103], [1.46963, -1.84398, 0.25555], [0.73101, 2.51243, -1.03799], [-0.39932, 3.63934, -0.13649]], "forces_ev_per_angstrom": [[0.3528, 1.9036, -3.1494], [-3.3807, -6.1797, 3.0999], [-1.8770, -0.3364, 1.4188], [-0.1404, -5.3392, -1.2991], [5.3062, 7.3772, -2.2808], [-0.6880, 4.1098, 3.2156], [-0.0409, 1.1606, 2.3026], [0.2891, -2.3206, 0.3842], [0.7913, 6.7949, -1.2325], [-2.2287, 3.1841, -1.3732], [2.4295, -1.5506, 0.4485], [0.0068, -1.9229, -0.2093], [-0.5759, -0.1969, -1.7144], [0.2182, 1.1391, 2.0404], [-0.3818, -1.9980, -3.1488], [0.1563, -1.8796, 0.3978], [-0.3992, -0.6680, 0.8187], [0.1622, -3.2775, 0.2811]], "lumo_energy_ha": 0.01918, "gap_ev": 9.68, "energy_ev": -11841.670, "multiplicity": 1}



{"formula": "C5H9N3O", "method": "ωB97M-V/def2-TZVPD", "species": ["O", "N", "N", "N", "C", "C", "C", "C", "C", "H", "H", "H", "H", "H", "H", "H", "H", "H"], "xyz": [[0.19201, -0.18050, 2.29679], [2.19811, -0.49179, 1.07984], [1.30988, -0.15660, -2.07404], [-2.34115, -0.14309, -0.17653], [0.94010, 0.12462, 1.11552], [0.07081, 0.38906, 0.07955], [-1.12347, -0.56419, 1.95446], [0.20268, 0.68922, -1.36955], [-1.17346, -0.24144, 0.62877], [-0.81000, 0.34644, -1.61617], [1.36001, -0.41374, -3.08628], [0.35476, 1.63039, -1.81551], [1.23077, -1.16111, -1.76115], [-3.11831, -0.18808, 0.40701], [2.42760, 0.02733, 0.24089], [2.63138, 0.07657, 1.83554], [-2.01701, -0.54750, 2.64144], [-2.33472, 0.80441, -0.38058]], "forces_ev_per_angstrom": [[1.2328, -0.9824, -0.0599], [-0.3101, 3.4703, 1.0340], [-0.0936, -2.3681, 0.9846], [1.2463, -1.4373, -0.0634], [-3.9553, -1.9416, 1.2517], [-0.1408, -1.5485, 2.0837], [0.8114, 1.9697, -1.7079], [0.0675, -3.4043, -1.6935], [-0.5627, 1.6557, -0.5266], [0.2826, 0.2252, -1.1980], [-0.9317, 1.7192, 0.7046], [0.0984, 1.6359, 0.5193], [0.0157, 1.4533, 0.4264], [-1.8400, -0.8143, 1.1689], [1.7202, -0.5748, -0.9283], [0.8598, -1.0914, -0.2394], [1.7242, -0.2148, -0.4504], [-0.2246, 2.2480, -1.3057]], "lumo_energy_ha": 0.03062, "gap_ev": 8.74, "energy_ev": -11845.112, "multiplicity": 1}



{"formula": "C5H9N3O3S2", "method": "ωB97M-V/def2-TZVPD", "species": ["S", "S", "O", "O", "O", "N", "N", "N", "C", "C", "C", "C", "C", "H", "H", "H", "H", "H", "H", "H", "H", "H"], "xyz": [[-0.30712, 1.20497, 0.66530], [1.35185, 0.03613, -1.16676], [0.73488, -1.33273, -0.48220], [-0.23737, -0.25266, 4.12692], [2.72371, -0.15899, -1.26370], [0.91399, 1.61761, 3.64961], [0.83473, 1.46701, -0.66138], [0.40100, -1.41918, 1.79223], [0.62143, 0.00488, 1.85248], [-0.47695, 0.30212, -3.19685], [0.45048, -1.98697, 0.69138], [0.97254, -0.11636, -3.05341], [0.33226, 0.44617, 3.38174], [1.56319, 0.33152, 1.54536], [-0.77960, 0.97927, -2.40691], [0.15979, -3.11773, 0.58479], [-1.10171, -0.67224, -3.27439], [-0.57423, 0.82928, -4.13532], [0.67763, 1.99917, 4.60681], [1.67884, 0.50274, -3.59729], [1.18678, -1.20226, -3.14283], [1.34922, 2.11462, 2.84859]], "forces_ev_per_angstrom": [[0.1281, -0.4867, 0.2452], [-2.0425, 2.1433, -2.3263], [-0.4231, 0.1585, -2.1405], [-1.6903, -1.5451, 2.0091], [3.8013, -0.3663, 1.0610], [0.1116, 1.4621, 1.0581], [-0.1605, -3.3240, 1.2934], [-0.2288, 0.5677, 0.0960], [-2.2440, 0.5400, 1.2731], [-0.5932, -2.2287, -1.2718], [-0.6791, -1.1345, 0.3706], [-1.1804, -1.0939, 2.5575], [1.8155, 0.4264, -3.6998], [2.1164, -0.0189, -0.0828], [-0.1992, -0.1359, 0.1434], [0.9398, 2.3859, -0.2519], [0.6016, 1.9313, 0.4013], [-0.3197, 0.1262, -0.2925], [0.7954, -0.1454, -1.9638], [0.3032, 0.0361, 0.5377], [-0.1918, 0.7661, -0.5154], [-0.6604, -0.0641, 1.4984]], "lumo_energy_ha": 0.00966, "gap_ev": 8.88, "energy_ev": -37609.912, "multiplicity": 1}



- What is the multiplicity in the fifth record?
  1



- Which value of multiplicity does entry 3 give?
  1



What did the fifth record say?
{"formula": "C5H9N3O", "method": "ωB97M-V/def2-TZVPD", "species": ["O", "N", "N", "N", "C", "C", "C", "C", "C", "H", "H", "H", "H", "H", "H", "H", "H", "H"], "xyz": [[0.19201, -0.18050, 2.29679], [2.19811, -0.49179, 1.07984], [1.30988, -0.15660, -2.07404], [-2.34115, -0.14309, -0.17653], [0.94010, 0.12462, 1.11552], [0.07081, 0.38906, 0.07955], [-1.12347, -0.56419, 1.95446], [0.20268, 0.68922, -1.36955], [-1.17346, -0.24144, 0.62877], [-0.81000, 0.34644, -1.61617], [1.36001, -0.41374, -3.08628], [0.35476, 1.63039, -1.81551], [1.23077, -1.16111, -1.76115], [-3.11831, -0.18808, 0.40701], [2.42760, 0.02733, 0.24089], [2.63138, 0.07657, 1.83554], [-2.01701, -0.54750, 2.64144], [-2.33472, 0.80441, -0.38058]], "forces_ev_per_angstrom": [[1.2328, -0.9824, -0.0599], [-0.3101, 3.4703, 1.0340], [-0.0936, -2.3681, 0.9846], [1.2463, -1.4373, -0.0634], [-3.9553, -1.9416, 1.2517], [-0.1408, -1.5485, 2.0837], [0.8114, 1.9697, -1.7079], [0.0675, -3.4043, -1.6935], [-0.5627, 1.6557, -0.5266], [0.2826, 0.2252, -1.1980], [-0.9317, 1.7192, 0.7046], [0.0984, 1.6359, 0.5193], [0.0157, 1.4533, 0.4264], [-1.8400, -0.8143, 1.1689], [1.7202, -0.5748, -0.9283], [0.8598, -1.0914, -0.2394], [1.7242, -0.2148, -0.4504], [-0.2246, 2.2480, -1.3057]], "lumo_energy_ha": 0.03062, "gap_ev": 8.74, "energy_ev": -11845.112, "multiplicity": 1}